No. 1
Computed, not measured: a structure of composition C25H4F15GeNO4SW at a distorted geometry, with ωB97M-V/def2-TZVPD.

- Net charge: +2
- DFT total energy: -5350.28779 hartree
- ΔE to the lowest compared entry with this formula, charge and spin: 2.797 eV
- E_LUMO: -10.1632 eV

CARTESIAN COORDINATES (ANGSTROEM)
1 W -0.9815 0.1302 -1.9115
2 O 0.3566 -3.3668 -3.6138
3 C 0.2149 -2.1183 -3.2813
4 O -0.8089 -1.6644 -2.5786
5 C 1.1365 -1.0902 -3.6320
6 C 2.3220 -1.1141 -4.3956
7 C 2.9551 0.0800 -4.6599
8 C 2.3983 1.3088 -4.2294
9 C 1.2486 1.2760 -3.4758
10 N 0.6502 0.1034 -3.1282
11 C 0.4367 2.4274 -2.9051
12 O 0.6903 3.5814 -2.9720
13 O -0.6486 1.8996 -2.2663
14 H -0.3561 -3.9611 -3.3147
15 H 2.7016 -2.0585 -4.7572
16 H 3.8771 0.0892 -5.2214
17 H 2.8611 2.2478 -4.4913
18 F -0.6619 -0.1235 3.5793
19 C -1.8041 -0.7459 3.2965
20 C -2.1425 -0.8298 1.9556
21 C -3.3016 -1.4897 1.5929
22 F -3.5216 -1.5376 0.2628
23 C -4.1446 -2.0601 2.5426
24 F -5.2431 -2.6936 2.1950
25 C -3.7972 -1.9474 3.9004
26 F -4.5730 -2.4812 4.8118
27 C -2.6223 -1.2858 4.2877
28 F -2.2997 -1.1866 5.5579
29 Ge -1.0217 -0.0182 0.5448
30 S -3.1390 0.3547 -2.5027
31 C 0.7663 -0.8639 0.9829
32 C 1.7846 -0.3994 1.8048
33 F 1.6771 0.8261 2.3023
34 C 2.9186 -1.1717 2.0707
35 F 3.8677 -0.7019 2.8509
36 C 3.0545 -2.4382 1.4874
37 F 4.1314 -3.1536 1.7153
38 C 2.0532 -2.9191 0.6311
39 F 2.1662 -4.0861 0.0174
40 C 0.9473 -2.1154 0.4156
41 F -0.0650 -2.5133 -0.4257
42 C -0.7381 1.8761 1.0744
43 C -1.4952 2.6192 1.9667
44 F -2.5306 2.0153 2.5413
45 C -1.1894 3.9542 2.2327
46 F -1.9133 4.6482 3.0792
47 C -0.1025 4.5485 1.5777
48 F 0.1858 5.8058 1.8122
49 C 0.6758 3.8151 0.6582
50 F 1.7021 4.3684 0.0473
51 C 0.3160 2.5009 0.4264
52 F 1.0064 1.6611 -0.4598

Cartesian forces (eV/Å) of the 3 atoms listed first:
-7.566 1.374 -1.839
0.146 2.088 0.280
-2.512 -1.494 1.526

In elementary charge units, the Mulliken charges are:
1 W 1.49
2 O -0.37
3 C 0.63
4 O -0.67
5 C 0.48
6 C -0.67
7 C -0.39
8 C -0.62
9 C 0.71
10 N -0.16
11 C 0.22
12 O -0.43
13 O -0.31
14 H 0.45
15 H 0.58
16 H 0.51
17 H 0.58
18 F -0.34
19 C 0.60
20 C 0.04
21 C -0.27
22 F -0.28
23 C -0.01
24 F -0.26
25 C 0.52
26 F -0.26
27 C 0.04
28 F -0.26
29 Ge 0.26
30 S 0.00
31 C 0.13
32 C 0.31
33 F -0.30
34 C 0.05
35 F -0.25
36 C 0.67
37 F -0.25
38 C 0.04
39 F -0.28
40 C 0.38
41 F -0.49
42 C 0.13
43 C 0.59
44 F -0.27
45 C 0.19
46 F -0.25
47 C 0.51
48 F -0.26
49 C 0.02
50 F -0.29
51 C 0.22
52 F -0.42

***

No. 2
Computed, not measured: a cluster of 12 separate species, C48H104ClN11O16 in total at a distorted geometry, with ωB97M-V/def2-TZVPD.

- DFT total energy: -4157.49495 hartree
- Structure (SMILES): COCCCCCCCCCCCOC(=O)OCC(=O)Cl.CN(C)C=O.CN(C)C=O.CN(C)C=O.CN(C)C=O.CN(C)C=O.CN(C)C=O.CN(C)C=O.CN(C)C=O.CN(C)C=O.CN(C)C=O.CN(C)C=O
- E_LUMO: 0.1731 eV

CARTESIAN COORDINATES (ANGSTROEM)
1 C 4.0749 1.4342 4.0261
2 O 4.3714 0.8810 2.7187
3 C 3.2209 0.1363 2.1973
4 C 3.5426 -0.6642 0.8451
5 C 2.9655 0.0045 -0.4985
6 C 4.0055 1.0468 -1.1694
7 C 3.4732 2.5785 -1.1421
8 C 3.7048 3.3239 0.2674
9 C 2.3810 3.4863 1.1601
10 C 1.4639 4.7637 0.7066
11 C 0.0054 4.2961 0.2055
12 C -0.9151 3.7001 1.4206
13 C -2.0864 2.8700 0.7079
14 O -2.8800 2.0788 1.6646
15 C -3.5006 1.0689 0.8537
16 O -4.3959 1.4020 0.0219
17 O -3.1545 -0.3051 1.0152
18 C -1.8234 -0.5866 0.4997
19 C -1.3050 -1.9355 1.2465
20 O -0.0919 -2.2731 1.2242
21 Cl -2.5459 -2.9426 2.1771
22 H 3.3848 0.7901 4.6808
23 H 3.6369 2.4898 3.8730
24 H 5.0814 1.5020 4.5969
25 H 2.9934 -0.6631 3.0094
26 H 2.2760 0.7946 2.1434
27 H 4.6807 -0.7508 0.7158
28 H 3.1166 -1.7355 0.9583
29 H 2.8500 -0.8594 -1.2663
30 H 1.9171 0.4634 -0.3932
31 H 5.0826 0.9404 -0.7652
32 H 4.0792 0.7738 -2.2947
33 H 2.3924 2.6174 -1.5278
34 H 4.1202 3.1500 -1.9162
35 H 4.0890 4.3925 0.0357
36 H 4.5419 2.7717 0.8408
37 H 2.6370 3.6825 2.2696
38 H 1.6838 2.5805 1.1154
39 H 1.9685 5.3647 -0.1410
40 H 1.2822 5.4714 1.6021
41 H 0.0597 3.4579 -0.5779
42 H -0.5150 5.2436 -0.2043
43 H -0.2398 3.0371 2.0687
44 H -1.3350 4.6143 1.9865
45 H -1.6886 2.1584 -0.1049
46 H -2.8225 3.5818 0.1647
47 H -1.0548 0.2482 0.7069
48 H -1.9483 -0.7924 -0.6339
49 C -0.3494 0.9213 -5.5979
50 N 0.7376 1.0815 -4.6496
51 C 0.5969 0.5204 -3.3216
52 C 1.8876 1.7434 -4.9680
53 O 2.8363 1.9113 -4.2178
54 H -1.2470 1.3847 -5.1880
55 H -0.5265 -0.1452 -5.7569
56 H -0.1085 1.3898 -6.5521
57 H 0.6814 1.3219 -2.5825
58 H 1.4004 -0.2007 -3.1494
59 H -0.3697 0.0246 -3.2163
60 H 1.8918 2.1305 -5.9990
61 C -1.3362 7.4456 6.2775
62 N -1.0909 6.7210 5.0458
63 C -1.2627 5.2814 5.0323
64 C -0.7039 7.3510 3.9007
65 O -0.4818 6.8025 2.8349
66 H -0.6606 7.0725 7.0499
67 H -2.3716 7.2805 6.5859
68 H -1.1692 8.5155 6.1425
69 H -0.3175 4.8100 4.7511
70 H -2.0203 5.0176 4.2899
71 H -1.5724 4.9238 6.0153
72 H -0.6035 8.4419 4.0213
73 C 2.0949 -2.7371 7.7579
74 N 2.8137 -1.5674 7.2959
75 C 4.2446 -1.6660 7.0830
76 C 2.1914 -0.3730 7.0532
77 O 2.7525 0.6407 6.6635
78 H 2.5064 -3.0493 8.7221
79 H 2.2200 -3.5423 7.0287
80 H 1.0347 -2.5229 7.8744
81 H 4.7532 -0.9403 7.7229
82 H 4.4691 -1.4305 6.0395
83 H 4.5980 -2.6716 7.3162
84 H 1.1017 -0.3930 7.2426
85 C -3.5233 -1.0617 9.5191
86 N -2.1948 -0.8172 8.9956
87 C -1.3624 0.1860 9.6317
88 C -1.7032 -1.5006 7.9245
89 O -0.5962 -1.3428 7.4361
90 H -4.1030 -0.1368 9.4640
91 H -3.4417 -1.3810 10.5612
92 H -4.0330 -1.8379 8.9460
93 H -1.1009 0.9525 8.8979
94 H -0.4432 -0.2849 9.9890
95 H -1.8888 0.6452 10.4696
96 H -2.4149 -2.2369 7.5181
97 C -5.0784 -4.9908 1.2801
98 N -5.3007 -6.4145 1.4270
99 C -6.6201 -6.8827 1.8037
100 C -4.3077 -7.3277 1.2220
101 O -4.4281 -8.5344 1.3286
102 H -5.2944 -4.4979 2.2314
103 H -5.7482 -4.6053 0.5077
104 H -4.0466 -4.7827 0.9951
105 H -6.5480 -7.4427 2.7394
106 H -6.9997 -7.5491 1.0250
107 H -7.3027 -6.0409 1.9313
108 H -3.3474 -6.8650 0.9404
109 C -8.3048 -0.8155 -1.3981
110 N -7.6775 -1.5605 -0.3262
111 C -6.2426 -1.4453 -0.1327
112 C -8.3901 -2.3690 0.5090
113 O -7.9161 -3.0143 1.4248
114 H -7.8657 -1.1242 -2.3504
115 H -8.1261 0.2514 -1.2417
116 H -9.3804 -0.9981 -1.4242
117 H -5.7898 -2.4353 -0.2306
118 H -6.0453 -1.0673 0.8731
119 H -5.8081 -0.7689 -0.8697
120 H -9.4679 -2.3909 0.2789
121 C 4.5850 -1.8917 -6.3253
122 N 3.2839 -1.6053 -6.8934
123 C 2.4943 -2.6983 -7.4271
124 C 2.7792 -0.3392 -6.9414
125 O 1.6952 -0.0278 -7.4036
126 H 5.2157 -2.3479 -7.0930
127 H 4.4636 -2.5869 -5.4908
128 H 5.0635 -0.9797 -5.9645
129 H 2.2919 -2.5090 -8.4846
130 H 1.5435 -2.7472 -6.8906
131 H 3.0260 -3.6452 -7.3191
132 H 3.4601 0.4121 -6.5104
133 C -3.9706 2.1800 -9.7920
134 N -3.7733 1.3820 -8.5995
135 C -4.2223 0.0035 -8.5945
136 C -3.1779 1.8875 -7.4808
137 O -2.9823 1.2719 -6.4488
138 H -5.0399 2.2299 -10.0138
139 H -3.4455 1.7084 -10.6266
140 H -3.5864 3.1919 -9.6537
141 H -4.9537 -0.1323 -7.7939
142 H -3.3682 -0.6509 -8.4034
143 H -4.6753 -0.2551 -9.5527
144 H -2.8755 2.9416 -7.5915
145 C 0.7501 10.7473 10.9615
146 N 0.2777 9.8411 9.9348
147 C 0.5237 10.1665 8.5437
148 C -0.3914 8.6908 10.2366
149 O -0.8135 7.8886 9.4239
150 H 0.2858 11.7257 10.8135
151 H 1.8360 10.8415 10.8807
152 H 0.4962 10.3778 11.9563
153 H -0.4322 10.2447 8.0196
154 H 1.1096 9.3652 8.0863
155 H 1.0653 11.1099 8.4611
156 H -0.5242 8.5404 11.3203
157 C 5.0440 -4.4306 -11.4042
158 N 4.9869 -4.9394 -10.0489
159 C 6.1636 -4.8324 -9.2083
160 C 3.8609 -5.5157 -9.5396
161 O 3.7447 -5.9634 -8.4110
162 H 5.8303 -4.9587 -11.9496
163 H 5.2738 -3.3625 -11.3738
164 H 4.0924 -4.5773 -11.9175
165 H 6.4708 -5.8324 -8.8929
166 H 5.9174 -4.2452 -8.3201
167 H 6.9793 -4.3523 -9.7508
168 H 3.0280 -5.5463 -10.2604
169 C 3.0739 -7.9262 -4.5729
170 N 2.5978 -8.8262 -5.6022
171 C 2.8491 -8.4980 -6.9927
172 C 1.9204 -9.9729 -5.3041
173 O 1.4942 -10.7703 -6.1189
174 H 2.6165 -6.9442 -4.7194
175 H 4.1608 -7.8389 -4.6515
176 H 2.8157 -8.2965 -3.5792
177 H 1.8944 -8.4123 -7.5176
178 H 3.4306 -9.3027 -7.4501
179 H 3.3972 -7.5579 -7.0725
180 H 1.7846 -10.1248 -4.2206

Cartesian forces (eV/Å) of the 3 atoms listed first:
0.535 0.424 0.443
-1.471 -0.553 -0.017
-0.028 -1.154 1.017

Atom charges from the Mulliken analysis, given in e for atoms 1 to 99:
1 C -0.25
2 O -0.42
3 C 0.11
4 C -1.08
5 C 0.38
6 C -0.69
7 C -0.04
8 C -0.92
9 C 0.81
10 C -0.63
11 C -0.49
12 C -0.01
13 C -0.26
14 O -0.27
15 C 0.54
16 O -0.51
17 O -0.17
18 C 0.38
19 C 0.30
20 O -0.50
21 Cl -0.18
22 H 0.09
23 H 0.09
24 H 0.22
25 H 0.38
26 H 0.03
27 H 0.34
28 H 0.30
29 H 0.24
30 H -0.33
31 H 0.42
32 H 0.15
33 H -0.32
34 H 0.41
35 H 0.44
36 H 0.27
37 H -0.03
38 H -0.57
39 H 0.41
40 H 0.22
41 H -0.02
42 H 0.44
43 H 0.14
44 H 0.10
45 H 0.15
46 H 0.17
47 H -0.05
48 H 0.20
49 C -1.26
50 N 0.31
51 C -0.45
52 C -0.48
53 O -0.52
54 H 0.65
55 H 0.28
56 H 0.30
57 H -0.10
58 H 0.16
59 H 0.43
60 H 0.63
61 C -0.98
62 N 0.22
63 C -0.86
64 C 0.02
65 O -0.50
66 H 0.45
67 H 0.33
68 H 0.21
69 H 0.28
70 H 0.26
71 H 0.36
72 H 0.24
73 C -0.67
74 N 0.18
75 C -0.86
76 C -0.04
77 O -0.70
78 H 0.35
79 H 0.36
80 H 0.03
81 H 0.28
82 H 0.20
83 H 0.39
84 H 0.55
85 C -0.92
86 N 0.12
87 C -0.89
88 C 0.04
89 O -0.60
90 H 0.34
91 H 0.34
92 H 0.28
93 H 0.30
94 H 0.27
95 H 0.37
96 H 0.25
97 C -0.65
98 N 0.11
99 C -0.96

***

No. 3
Computed, not measured: a structure of composition C16H23N3O4S at a distorted geometry, with ωB97M-V/def2-TZVPD.

- DFT total energy: -1486.65124 hartree
- ΔE to the lowest compared entry with this formula, charge and spin: 8.022 eV
- E_LUMO: -0.4751 eV

CARTESIAN COORDINATES (ANGSTROEM)
1 C -5.1321 3.4271 -3.7624
2 C -4.5835 2.7632 -2.5073
3 O -3.3097 3.4161 -2.1807
4 C -2.7706 2.8944 -1.0417
5 C -1.7907 3.7976 -0.4411
6 C -1.0716 3.1751 0.5869
7 C 0.0608 3.8799 1.2581
8 N -1.3739 1.9211 1.0561
9 N -1.0504 1.5443 2.2499
10 C -1.4730 0.2238 2.5692
11 N -1.2542 0.0786 3.9426
12 C -1.4608 -1.0722 4.6855
13 C -1.0688 -1.1435 6.0475
14 C -1.2288 -2.3304 6.7667
15 C -1.7868 -3.4736 6.1669
16 C -2.1981 -3.4061 4.8304
17 C -2.0349 -2.2311 4.1122
18 O -1.9955 -0.5667 1.7792
19 O -3.2276 1.8353 -0.6019
20 H -6.0676 2.9932 -4.1324
21 H -5.3174 4.4885 -3.5440
22 H -4.3832 3.3906 -4.5644
23 H -5.2542 2.8961 -1.6491
24 H -4.4190 1.6774 -2.6395
25 H -2.0970 4.9169 -0.3386
26 H 0.9277 4.0591 0.5417
27 H -0.2969 4.8854 1.6508
28 H 0.3684 3.2230 2.1459
29 H -0.8113 0.9087 4.3601
30 H -0.6290 -0.2718 6.5253
31 H -0.9156 -2.3949 7.8079
32 H -1.9002 -4.3985 6.7321
33 H -2.6528 -4.2923 4.3406
34 H -2.3201 -2.1512 3.0533
35 C 1.0980 6.3809 -3.4784
36 S 0.2562 5.9301 -1.9271
37 C -0.5689 7.4588 -1.4063
38 C -0.9092 4.6908 -2.0322
39 O 1.3384 5.6356 -0.9713
40 H 0.3908 6.8539 -4.1806
41 H 1.9242 7.0877 -3.2656
42 H 1.4663 5.4287 -3.8906
43 H -1.1005 7.9215 -2.2474
44 H -1.3006 7.2011 -0.6243
45 H 0.1845 8.1833 -1.0508
46 H -1.7596 4.9701 -2.6444
47 H -0.4593 3.6920 -2.3301

Cartesian forces (eV/Å) of the 3 atoms listed first:
0.453 0.560 0.115
0.073 -0.323 -0.441
-0.847 -0.295 -0.148

In elementary charge units, the Mulliken charges are:
1 C -1.17
2 C -0.26
3 O -0.21
4 C 0.60
5 C 0.07
6 C 0.00
7 C -0.78
8 N 0.20
9 N -0.55
10 C 0.35
11 N -0.10
12 C 0.44
13 C -0.40
14 C -0.49
15 C -0.43
16 C -0.57
17 C -0.29
18 O -0.63
19 O -0.57
20 H 0.39
21 H 0.28
22 H 0.28
23 H 0.32
24 H 0.32
25 H 0.24
26 H 0.11
27 H 0.19
28 H 0.33
29 H 0.26
30 H 0.31
31 H 0.34
32 H 0.36
33 H 0.31
34 H 0.51
35 C -1.11
36 S 1.38
37 C -1.12
38 C -1.27
39 O -0.66
40 H 0.37
41 H 0.39
42 H 0.36
43 H 0.38
44 H 0.33
45 H 0.39
46 H 0.51
47 H 0.33

***

No. 4
Computed, not measured: a cluster of 8 separate species, C8H34N2O8 in total at a distorted geometry, with ωB97M-V/def2-TZVPD.

- DFT total energy: -1036.60067 hartree
- Structure (SMILES): COC[C@H](C)N.COC[C@H](C)N.O.O.O.O.O.O
- ΔE to the lowest compared entry with this formula, charge and spin: 0.447 eV
- E_LUMO: 0.1451 eV

CARTESIAN COORDINATES (ANGSTROEM)
1 C 2.9833 -4.0185 -4.0637
2 O 1.8638 -3.9654 -3.2210
3 C 0.9013 -3.0045 -3.6180
4 C -0.3686 -3.1992 -2.8519
5 C -1.4626 -2.3049 -3.4493
6 N -0.2187 -2.8954 -1.4235
7 H 2.9894 -4.9654 -4.6137
8 H 3.9086 -3.9577 -3.4909
9 H 2.9680 -3.2115 -4.8013
10 H 1.3313 -1.9991 -3.4940
11 H 0.6886 -3.1351 -4.6869
12 H -0.6827 -4.2368 -3.0349
13 H -1.7738 -2.6731 -4.4286
14 H -1.1405 -1.2691 -3.5506
15 H -2.3524 -2.3857 -2.8205
16 H -1.0770 -3.1380 -0.9380
17 H 0.5514 -3.4276 -1.0326
18 C -0.0428 2.0792 1.9881
19 O 0.4766 3.3777 2.1079
20 C 0.1925 3.9745 3.3399
21 C 1.1356 3.5719 4.4866
22 C 0.9348 4.4974 5.6684
23 N 2.5433 3.5256 4.0682
24 H 0.0592 1.4798 2.8935
25 H 0.4242 1.5990 1.1264
26 H -1.1129 2.1195 1.7124
27 H 0.2570 5.0642 3.2248
28 H -0.8537 3.8036 3.6410
29 H 0.8590 2.5631 4.8193
30 H -0.0988 4.4865 6.0145
31 H 1.1911 5.5319 5.4167
32 H 1.5861 4.1913 6.4869
33 H 2.8092 4.4688 3.7911
34 H 2.5851 2.9887 3.2074
35 O -3.0486 -2.7832 -0.0124
36 H -3.4092 -3.3176 -0.7272
37 H -3.6194 -2.0054 0.0283
38 O -1.2800 -0.2378 -0.3949
39 H -0.3793 0.1049 -0.4972
40 H -1.2134 -1.1416 -0.7276
41 O -3.8922 0.5555 -0.9189
42 H -2.9632 0.2819 -0.8077
43 H -4.2182 0.0579 -1.6730
44 O -1.4489 -0.7764 2.6193
45 H -1.8418 -1.3839 1.9863
46 H -1.2994 0.0183 2.0984
47 O 1.3185 -0.2838 -1.3176
48 H 1.0236 -1.1657 -1.6076
49 H 2.2528 -0.3745 -1.1059
50 O 0.7106 2.5719 -2.0828
51 H 1.0650 1.6753 -2.0516
52 H 0.1882 2.6687 -1.2818

Cartesian forces (eV/Å) of the 3 atoms listed first:
0.304 -0.203 -0.512
-0.386 0.080 0.545
0.698 -0.171 -0.389

In elementary charge units, the Mulliken charges are:
1 C -0.77
2 O -0.36
3 C -1.04
4 C 0.78
5 C -1.46
6 N -0.59
7 H 0.25
8 H 0.26
9 H 0.37
10 H 0.38
11 H 0.42
12 H 0.37
13 H 0.48
14 H 0.31
15 H 0.26
16 H 0.13
17 H 0.19
18 C -0.88
19 O -0.37
20 C -0.71
21 C 0.49
22 C -1.55
23 N -0.69
24 H 0.43
25 H 0.09
26 H 0.44
27 H 0.38
28 H 0.35
29 H 0.27
30 H 0.37
31 H 0.36
32 H 0.36
33 H 0.28
34 H 0.29
35 O -0.61
36 H 0.29
37 H 0.33
38 O -0.46
39 H 0.36
40 H 0.21
41 O -0.65
42 H 0.36
43 H 0.31
44 O -0.68
45 H 0.32
46 H 0.38
47 O -0.60
48 H 0.31
49 H 0.21
50 O -0.64
51 H 0.34
52 H 0.31

***

Question: Which value of DFT total energy does entry 4 give?
Answer: -1036.60067 hartree

***

Question: Which of these has the highest DFT total energy?
Answer: C8H34N2O8